Record 1
Computed, not measured: a molecular structure, C15H32IN4O6Sr, with ωB97M-V/def2-TZVPD.

Element x y z (Å)
Sr1 -0.151 -1.118 -0.520
C1 0.963 -2.076 2.543
C2 2.386 -1.654 2.088
O1 2.193 -0.925 0.783
C3 3.411 -0.610 -0.048
C4 2.847 -0.227 -1.428
O2 2.007 -1.196 -1.976
C5 2.571 -2.461 -2.417
C6 2.309 -3.508 -1.370
O3 0.937 -3.402 -1.047
C7 0.480 -4.418 -0.133
C8 0.714 -4.083 1.314
O4 0.234 -2.739 1.525
H1 0.448 -1.158 2.890
H2 1.052 -2.861 3.348
H3 2.988 -2.553 1.903
H4 2.924 -1.043 2.789
H5 4.087 -1.492 -0.222
H6 3.966 0.162 0.402
H7 3.738 0.008 -1.993
H8 2.315 0.627 -1.289
H9 3.583 -2.343 -2.580
H10 2.085 -2.683 -3.357
H11 2.927 -3.341 -0.432
H12 2.561 -4.500 -1.701
H13 0.999 -5.356 -0.393
H14 -0.622 -4.452 -0.242
H15 1.753 -4.172 1.671
H16 0.083 -4.719 1.886
N1 1.495 3.244 1.406
C9 0.105 2.845 1.541
C10 -0.832 3.932 1.073
C11 -1.048 4.007 -0.440
C12 -2.228 3.201 -1.083
N2 -3.583 3.327 -0.498
C13 -4.204 2.361 0.144
N3 -3.675 1.153 0.387
N4 -5.454 2.553 0.670
C14 -0.100 1.567 0.723
O5 0.531 1.351 -0.330
O6 -0.980 0.689 1.055
H17 1.735 4.050 2.008
H18 1.673 3.357 0.436
H19 -0.184 2.627 2.571
H20 -0.439 4.877 1.463
H21 -1.766 3.749 1.600
H22 -0.126 3.596 -0.795
H23 -1.074 5.006 -0.746
H24 -1.860 2.152 -1.070
H25 -2.333 3.626 -2.139
H26 -4.030 4.217 -0.527
H27 -2.675 0.944 0.351
H28 -4.303 0.408 0.317
H29 -5.963 3.263 0.254
H30 -5.943 1.729 0.984
I1 -3.039 -2.513 -1.680
C15 -1.704 -1.107 -2.782
H31 -2.391 -0.342 -3.145
H32 -1.391 -1.574 -3.739

E_LUMO = -2.09 eV
largest force on an atom = 3.34 eV/A
relative energy (zero: lowest compared OMol25 entry of this formula, charge and spin) = 37.9 kcal/mol
spin multiplicity = 1
total charge = +1
molar mass = 578.97 g mol⁻¹

---

Record 2
Computed, not measured: 2 unconnected molecules or ions with the total composition CH6N3, with ωB97M-V/def2-TZVPD.

Element x y z (Å)
C1 -2.304 0.268 -0.168
N1 0.732 0.729 -0.179
N2 -1.550 -0.525 0.218
N3 1.193 -0.675 -0.044
H1 -3.191 0.782 -0.438
H2 0.159 0.927 0.569
H3 1.417 1.398 -0.116
H4 1.689 -1.216 -0.835
H5 0.195 -0.976 0.022
H6 1.661 -0.713 0.970

E_LUMO = -3.78 eV
largest force on an atom = 3.72 eV/A
relative energy (zero: lowest compared OMol25 entry of this formula, charge and spin) = 86.7 kcal/mol
spin multiplicity = 1
total charge = +1
molar mass = 60.08 g mol⁻¹

---

Record 3
Computed, not measured: a molecular structure, C9H23ClI2NP2Rh, with ωB97M-V/def2-TZVPD.

Element x y z (Å)
I1 -1.299 -1.214 2.108
I2 1.567 1.007 -1.921
Rh1 -0.845 0.198 -0.451
P1 -0.755 -1.813 -1.482
C1 0.638 -2.860 -1.056
C2 -2.260 -2.813 -1.175
H1 -2.266 -3.651 -1.888
H2 -0.927 -2.635 -3.745
H3 -3.151 -2.185 -1.326
H4 -1.510 -0.935 -3.617
H5 0.632 -3.088 0.013
H6 -2.248 -3.181 -0.142
C3 -0.730 -1.646 -3.307
H7 0.559 -3.788 -1.617
H8 0.249 -1.269 -3.625
H9 1.579 -2.366 -1.314
P2 -1.043 2.206 0.531
C4 0.230 2.677 1.711
C5 -1.095 3.546 -0.713
H10 -3.447 1.995 0.771
H11 -2.793 3.418 1.668
H12 -2.601 1.745 2.331
C6 -2.636 2.357 1.421
H13 -1.809 3.275 -1.505
H14 -1.418 4.470 -0.212
H15 -0.009 3.664 2.098
H16 1.209 2.712 1.221
H17 -0.097 3.670 -1.152
H18 0.269 1.966 2.543
Cl1 -2.840 0.646 -1.629
C7 4.128 -1.139 1.615
C8 2.932 -0.368 2.146
C9 1.793 -0.294 1.234
N1 0.858 -0.148 0.560
H19 3.889 -2.183 1.409
H20 4.912 -1.127 2.368
H21 4.533 -0.682 0.709
H22 2.574 -0.826 3.063
H23 3.227 0.658 2.358

E_LUMO (spin up / spin down) = -6.77 / -10.52 eV
largest force on an atom = 2.81 eV/A
relative energy (zero: lowest compared OMol25 entry of this formula, charge and spin) = 0.0 kcal/mol
⟨S²⟩ = 6.020
spin multiplicity = 5
total charge = +2
molar mass = 599.41 g mol⁻¹

---

Record 4
Computed, not measured: a molecular structure, C4H9NaO4Yb, with ωB97M-V/def2-TZVPD.

Element x y z (Å)
O1 1.775 1.728 -1.245
Yb1 2.218 -0.180 -1.378
O2 3.037 -0.963 0.201
C1 2.168 -1.334 1.178
O3 0.860 -0.751 1.022
C2 0.229 -1.093 -0.276
C3 -1.179 -0.586 -0.192
O4 -1.218 0.845 -0.227
C4 -2.518 1.383 -0.181
Na1 0.710 1.630 0.766
H1 2.492 -0.987 2.180
H2 2.018 -2.438 1.216
H3 0.152 -2.198 -0.310
H4 1.255 2.206 -1.938
H5 -1.682 -0.894 0.749
H6 -1.746 -0.982 -1.053
H7 -2.428 2.477 -0.200
H8 -3.108 1.059 -1.054
H9 -3.037 1.077 0.743

E_LUMO (spin up / spin down) = -0.24 / -0.24 eV
largest force on an atom = 4.78 eV/A
spin multiplicity = 1
molar mass = 317.14 g mol⁻¹

---

Record 5
Computed, not measured: 2 unconnected molecules or ions with the total composition C4H12, with ωB97M-V/def2-TZVPD.

Element x y z (Å)
C1 2.275 -0.760 -0.751
C2 2.261 0.290 0.330
H1 2.936 -0.509 -1.575
H2 2.494 -1.738 -0.309
H3 1.307 -0.935 -1.239
H4 1.542 0.124 1.129
H5 1.857 1.229 -0.078
H6 3.288 0.472 0.638
C3 -2.726 -0.184 0.649
C4 -1.802 0.635 -0.216
H7 -2.313 -1.192 0.756
H8 -2.820 0.160 1.676
H9 -3.732 -0.303 0.251
H10 -1.687 1.694 0.059
H11 -2.036 0.769 -1.276
H12 -0.768 0.281 -0.206

E_LUMO = 1.11 eV
largest force on an atom = 1.95 eV/A
relative energy (zero: lowest compared OMol25 entry of this formula, charge and spin) = 7.9 kcal/mol
spin multiplicity = 1
SMILES string = CC.CC
molar mass = 60.14 g mol⁻¹

---

Record 6
Computed, not measured: a molecular structure, C50H61N3O2PtSbSeTe, with ωB97M-V/def2-TZVPD.

Element x y z (Å)
Pt1 1.316 -0.875 -1.079
C1 1.023 3.902 3.760
C2 0.791 3.110 2.496
C3 -0.485 2.922 1.976
C4 -0.734 2.175 0.830
C5 -2.135 2.044 0.311
O1 -2.563 1.010 -0.160
C6 -3.046 3.230 0.436
C7 -4.404 2.990 0.637
C8 -5.294 4.048 0.723
C9 -4.838 5.353 0.579
C10 -3.490 5.597 0.356
C11 -2.593 4.540 0.296
C12 0.340 1.531 0.158
O2 0.089 0.768 -0.866
C13 1.664 1.833 0.605
C14 1.847 2.603 1.761
C15 2.836 1.488 -0.211
N1 2.808 0.563 -1.109
C16 3.949 0.256 -1.970
C17 4.656 -1.008 -1.504
Te1 3.225 -2.566 -1.077
C18 3.763 -2.677 0.959
C19 4.482 -3.781 1.404
C20 4.917 -3.831 2.724
C21 4.643 -2.779 3.585
C22 3.924 -1.677 3.136
C23 3.471 -1.628 1.824
C24 4.087 2.285 -0.016
C25 5.110 1.773 0.775
C26 6.275 2.507 0.959
C27 6.421 3.746 0.350
C28 5.399 4.255 -0.441
C29 4.230 3.529 -0.620
H1 0.079 4.157 4.241
H2 1.550 4.835 3.552
H3 1.623 3.342 4.479
H4 -1.330 3.365 2.495
H5 -4.743 1.967 0.728
H6 -6.347 3.859 0.895
H7 -5.534 6.180 0.638
H8 -3.137 6.613 0.227
H9 -1.542 4.732 0.118
H10 2.858 2.815 2.091
H11 4.651 1.087 -2.020
H12 3.544 0.095 -2.968
H13 5.181 -0.850 -0.564
H14 5.359 -1.367 -2.253
H15 4.709 -4.600 0.732
H16 5.473 -4.691 3.074
H17 4.988 -2.818 4.612
H18 3.710 -0.855 3.810
H19 2.891 -0.785 1.470
H20 4.992 0.808 1.257
H21 7.069 2.110 1.580
H22 7.330 4.315 0.492
H23 5.509 5.222 -0.916
H24 3.425 3.929 -1.227
C30 3.084 -1.844 -5.250
C31 1.582 -2.112 -5.279
Sb1 0.499 -0.936 -3.832
C32 -1.467 -1.692 -4.277
C33 -1.868 -1.628 -5.748
C34 0.375 0.902 -4.934
C35 -0.694 1.818 -4.334
H25 3.617 -2.444 -5.990
H26 3.517 -2.086 -4.274
H27 3.312 -0.795 -5.458
H28 1.369 -3.161 -5.059
H29 1.171 -1.900 -6.268
H30 -2.164 -1.124 -3.655
H31 -1.475 -2.721 -3.906
H32 -1.856 -0.603 -6.124
H33 -2.880 -2.016 -5.896
H34 -1.200 -2.220 -6.377
H35 0.170 0.669 -5.981
H36 1.361 1.372 -4.893
H37 -1.692 1.383 -4.437
H38 -0.711 2.791 -4.831
H39 -0.524 1.985 -3.266
C36 -5.258 -3.506 -2.887
C37 -4.163 -4.227 -2.105
C38 -3.852 -3.585 -0.756
C39 -3.310 -2.172 -0.917
N2 -2.770 -1.635 0.331
C40 -1.498 -1.732 0.739
Se1 -0.136 -2.672 -0.159
N3 -1.375 -1.128 1.932
C41 -0.125 -1.016 2.694
C42 0.130 -2.229 3.582
C43 -0.850 -2.389 4.743
C44 -0.607 -1.383 5.865
C45 -2.612 -0.614 2.303
C46 -3.017 0.126 3.407
C47 -4.352 0.480 3.465
C48 -5.255 0.112 2.457
C49 -4.846 -0.610 1.353
C50 -3.504 -0.965 1.299
H40 -5.488 -4.030 -3.815
H41 -4.964 -2.487 -3.156
H42 -6.181 -3.445 -2.303
H43 -3.242 -4.260 -2.700
H44 -4.455 -5.266 -1.938
H45 -3.106 -4.182 -0.226
H46 -4.752 -3.565 -0.133
H47 -4.078 -1.474 -1.252
H48 -2.506 -2.153 -1.649
H49 -0.181 -0.089 3.266
H50 0.676 -0.903 1.967
H51 1.146 -2.136 3.979
H52 0.130 -3.117 2.946
H53 -0.755 -3.400 5.144
H54 -1.878 -2.310 4.378
H55 0.383 -1.527 6.303
H56 -1.343 -1.490 6.663
H57 -0.655 -0.348 5.511
H58 -2.327 0.411 4.189
H59 -4.711 1.053 4.311
H60 -6.292 0.407 2.544
H61 -5.539 -0.880 0.567

E_LUMO = -2.46 eV
largest force on an atom = 0.66 eV/A
relative energy (zero: lowest compared OMol25 entry of this formula, charge and spin) = 0.5 kcal/mol
spin multiplicity = 1
total charge = +1
molar mass = 1259.46 g mol⁻¹